21
Properties=species:S:1:pos:R:3:forces:R:3 method="wB97M-V/def2-TZVPD" e_homo_ha="-0.288 / -0.288" total_energy_ev=-9398.5307 e_above_lowest_kj_mol=489.8 mol_weight_g_mol=106.2 gap_ev="8.60 / 8.60" fmax_ev_per_a=0.49
C 1.1860 -0.6162 -0.9368 0.18 0.09 0.06
C 2.7490 0.0397 0.7219 -0.05 0.00 0.04
N 1.8984 0.4072 -0.3952 -0.26 -0.01 0.13
O 0.7253 1.5217 0.7037 0.29 -0.29 -0.27
H 1.0135 2.3371 0.2789 -0.04 -0.04 0.03
H 3.0744 0.9285 1.2542 -0.02 -0.03 -0.03
H -0.1012 -0.4116 -0.5639 -0.20 0.15 0.13
H 1.0912 -0.5606 -2.0226 0.00 0.03 0.05
H 1.3609 -1.6229 -0.5388 0.03 0.08 0.04
H 3.6242 -0.4678 0.2986 -0.09 0.04 -0.02
H 2.2640 -0.6450 1.4301 -0.01 0.04 -0.08
C -1.7844 -0.8228 0.9751 -0.01 0.09 -0.10
C -2.1739 0.4574 -1.1007 0.03 -0.04 0.12
N -1.2425 0.0671 -0.0476 0.15 -0.03 -0.04
H -0.7055 0.8804 0.3599 -0.10 -0.08 -0.05
H -2.6459 -0.3780 1.4834 0.05 -0.02 -0.03
H -2.5205 -0.4243 -1.6454 0.02 0.03 0.03
H -2.0966 -1.7693 0.5263 0.01 0.04 0.01
H -1.0085 -1.0216 1.7143 -0.03 0.01 -0.02
H -1.6609 1.1201 -1.7985 -0.02 -0.03 0.03
H -3.0468 0.9808 -0.6970 0.05 -0.03 -0.02

***

21
Properties=species:S:1:pos:R:3:forces:R:3 method="wB97M-V/def2-TZVPD" e_homo_ha=-0.299 total_energy_ev=-9400.9146 e_above_lowest_kj_mol=259.8 mol_weight_g_mol=106.2 gap_ev=8.89 fmax_ev_per_a=2.68 smiles=CCCNCN.O
C 2.4083 0.7836 -0.6641 -0.92 -1.14 -0.56
C 0.9615 1.4835 -0.9152 0.29 -0.66 -1.42
C -0.2217 1.1012 0.0311 0.66 -2.01 -0.12
N -0.4297 -0.4316 0.1130 -1.29 2.28 -0.57
C -1.3333 -0.8716 -0.9495 0.08 2.39 0.58
N -2.6689 -0.2410 -0.9525 0.97 -0.57 -0.52
H 2.4322 0.1761 0.2968 0.12 1.13 -0.93
H 2.5066 -0.0186 -1.4767 -0.06 1.07 1.11
H 3.3147 1.4459 -0.8020 -1.27 -0.51 0.48
H 0.7119 1.1772 -2.0004 0.16 0.86 1.59
H 1.0144 2.5850 -0.8328 0.26 -0.42 -0.39
H 0.0614 1.6270 0.9647 -0.71 -0.86 0.04
H -1.2717 1.4595 -0.3230 2.45 -0.09 0.74
H 0.0291 -1.2126 0.5648 0.57 1.16 0.35
H -1.3988 -1.8926 -0.7447 -0.45 -1.84 -0.61
H -0.9462 -0.5803 -1.9183 0.40 -0.61 -0.51
H -3.1094 -0.5171 -0.0902 -0.38 0.80 0.29
H -2.5213 0.7685 -1.1027 -0.90 -0.99 0.50
O 0.2973 -2.2920 3.2279 -0.40 0.01 0.78
H -0.6388 -2.2661 3.5108 0.75 0.01 -0.25
H 0.8025 -2.2839 4.0630 -0.35 -0.01 -0.60

***

21
Properties=species:S:1:pos:R:3:forces:R:3 method="wB97M-V/def2-TZVPD" e_homo_ha=-0.344 total_energy_ev=-9398.8615 e_above_lowest_kj_mol=457.9 mol_weight_g_mol=106.2 gap_ev=10.09 fmax_ev_per_a=3.42
N -0.5241 -0.1849 0.9796 0.85 0.35 -2.27
C -0.9359 2.1631 -1.0721 0.68 0.78 0.12
C 0.4117 1.7940 -0.4538 0.32 -1.31 0.79
C 0.5623 0.2599 -0.4712 1.70 1.49 1.43
C 1.8599 -0.4288 -0.0828 0.38 -0.66 0.11
N 1.9693 -1.8395 -0.5696 0.75 0.55 -0.63
H -0.3418 -0.5411 -0.0620 -2.63 -1.84 1.20
H 0.0753 -0.8207 1.5071 0.43 0.08 -0.27
H -0.9086 1.7315 -2.0814 -0.52 0.46 0.06
H -1.7677 1.7613 -0.4951 0.10 -0.22 -0.06
H -1.0585 3.2694 -1.0767 0.06 -0.76 -0.35
H 0.4977 2.0197 0.5995 -0.21 0.53 0.22
H 1.2824 2.2470 -0.9297 -0.13 0.06 -0.47
H 0.3053 -0.0801 -1.4902 -0.50 -0.47 0.43
H 2.6511 0.1730 -0.5555 0.10 -0.47 0.12
H 2.0598 -0.5297 0.9956 -0.30 1.21 -0.19
H 2.9106 -2.1064 -0.2930 -0.03 -0.21 -0.38
H 1.3890 -2.5436 -0.1272 -0.44 0.57 0.28
H -2.9247 -2.2044 1.3469 0.35 -0.14 0.01
H -2.0341 -0.8608 1.3251 -0.77 -0.59 -0.36
O -2.9511 -1.2496 1.3546 -0.20 0.58 0.21

***

21
Properties=species:S:1:pos:R:3:forces:R:3 method="wB97M-V/def2-TZVPD" e_homo_ha=-0.321 total_energy_ev=-9401.9705 e_above_lowest_kj_mol=157.9 mol_weight_g_mol=106.2 gap_ev=9.62 fmax_ev_per_a=2.31 smiles=CNCCCN.O
C -0.0976 3.0937 -1.6924 0.31 0.57 -0.43
N 0.3592 1.7603 -1.4062 -0.12 0.03 0.98
C -0.5953 1.2084 -0.4047 1.35 0.02 -0.73
C -0.0235 -0.0926 0.1102 -1.04 -1.06 1.05
C -0.8626 -0.6413 1.3502 0.75 1.13 -1.87
N -0.4749 -2.0257 1.6255 -1.07 0.18 0.44
H 0.0392 3.6638 -0.7581 -0.16 0.10 -0.48
H -1.1669 3.1121 -1.9624 0.05 0.21 -0.03
H 0.4762 3.5888 -2.4938 -0.16 -0.26 0.32
H 0.5403 1.1533 -2.2159 -0.59 0.43 0.60
H -0.7224 1.8924 0.4563 0.23 0.12 -0.63
H -1.5702 1.1364 -0.9241 -0.02 -0.46 0.62
H 1.0246 -0.0520 0.4640 -0.49 0.44 -0.47
H -0.0594 -0.7788 -0.7578 0.04 -0.26 0.65
H -0.6661 0.0037 2.2281 0.01 -0.33 -0.43
H -1.9292 -0.5241 1.0783 0.22 -0.11 0.32
H -1.0521 -2.5684 0.9736 0.46 -0.22 0.43
H -0.8758 -2.1806 2.5572 0.31 -0.62 -0.38
O 2.6080 -4.3133 0.6104 -0.12 1.16 -0.10
H 1.8912 -3.7849 1.0291 0.68 -0.39 -0.43
H 3.1572 -3.6513 0.1325 -0.65 -0.68 0.56

***

21
Properties=species:S:1:pos:R:3:forces:R:3 method="wB97M-V/def2-TZVPD" e_homo_ha=-0.320 total_energy_ev=-9401.0359 e_above_lowest_kj_mol=248.1 mol_weight_g_mol=106.2 gap_ev=9.34 fmax_ev_per_a=4.24 smiles=C[C@@H](N)CCN.O
C 1.3871 -0.9742 -1.4641 -0.86 -0.32 -0.49
C 0.0375 -0.3403 -1.1130 -1.10 0.54 2.60
N -1.1281 -1.2324 -1.2316 -0.63 0.39 -1.45
C -0.1092 0.1796 0.4136 2.82 3.15 -0.34
C 1.0848 -0.2034 1.3144 -0.16 0.48 -1.89
N 0.8789 0.4230 2.6124 0.23 -0.45 0.61
H 1.4890 -0.9608 -2.5627 0.12 0.12 0.36
H 2.1844 -0.3752 -1.0122 -0.01 -0.47 -0.26
H 1.4103 -2.0495 -1.1898 0.19 0.72 0.24
H -0.0746 0.6251 -1.6285 0.05 -0.54 -0.65
H -1.9095 -0.5893 -1.4005 -0.09 -0.30 0.64
H -1.1841 -1.7092 -2.1285 0.67 -0.36 -0.13
H -0.9955 0.0852 1.0925 0.31 -0.59 -1.51
H 0.0866 1.3179 0.3307 -0.92 -1.29 0.10
H 1.0786 -1.2733 1.0552 0.36 -0.55 2.06
H 2.0868 0.1182 0.9070 -1.10 0.03 0.32
H -0.0191 0.9157 2.7146 0.65 -0.52 -0.33
H 1.6207 1.0919 2.7919 -0.25 -0.23 0.08
O -2.8070 1.5953 0.5507 0.03 0.33 -0.74
H -2.5420 0.9563 -0.1199 -0.13 -0.45 0.35
H -2.5756 2.3995 0.0677 -0.17 0.30 0.45

***

21
Properties=species:S:1:pos:R:3:forces:R:3 method="wB97M-V/def2-TZVPD" e_homo_ha=-0.295 total_energy_ev=-9397.7003 e_above_lowest_kj_mol=569.9 mol_weight_g_mol=106.2 gap_ev=9.13 fmax_ev_per_a=3.17
C -0.9670 -1.0063 -0.5802 -2.03 0.87 2.28
C -0.3017 -2.0516 0.2621 0.05 0.36 0.09
N 0.7476 -0.2009 -2.0328 0.80 0.71 -0.49
H 0.4380 0.5266 -2.6678 0.21 -0.21 -0.12
H 1.3809 -0.8424 -2.4912 0.15 0.28 -0.05
H -1.9758 -0.7527 -0.2825 -0.38 -0.38 0.75
H -1.1315 -1.3123 -1.6111 1.01 0.83 -0.09
H 0.7805 -2.0585 0.1111 -0.02 -0.04 -0.14
H -0.4789 -1.8412 1.3151 -0.03 -0.13 0.02
H -0.6886 -3.0437 0.0098 0.04 0.05 0.00
C 1.4043 0.6887 1.8382 -0.12 -0.08 0.18
C -1.1950 1.8098 0.0318 -0.16 0.19 -0.61
N -0.5687 0.6182 0.5494 1.07 -1.88 -1.32
O 0.8673 0.8905 0.5497 -0.85 0.03 -0.37
H 1.1685 0.2522 -1.2222 0.17 -0.24 -0.23
H 0.9906 1.4104 2.5508 0.04 -0.07 -0.02
H 2.4826 0.8397 1.7518 -0.09 0.01 -0.02
H 1.2083 -0.3245 2.1998 -0.01 0.06 -0.01
H -2.2761 1.6452 0.0493 0.08 -0.05 -0.07
H -0.8930 2.0695 -0.9975 -0.03 -0.03 0.20
H -0.9924 2.6835 0.6662 0.11 -0.28 0.03

***

21
Properties=species:S:1:pos:R:3:forces:R:3 method="wB97M-V/def2-TZVPD" e_homo_ha=-0.320 total_energy_ev=-9400.5906 e_above_lowest_kj_mol=291.0 mol_weight_g_mol=106.2 gap_ev=9.52 fmax_ev_per_a=5.18 smiles=C[C@@H](N)CCN.O
C -2.8160 1.5299 0.2836 1.89 2.07 -3.64
C -1.5072 0.7134 0.4630 -3.21 -2.12 1.26
N -1.9423 -0.6683 0.8491 0.72 -0.98 -2.32
C -0.7326 0.6785 -0.7770 -2.18 -0.33 -4.68
C 0.4790 -0.1603 -1.0633 2.60 0.89 0.16
N 1.6133 0.4052 -1.9264 -3.43 -0.83 -1.28
H -2.7730 2.1118 -0.7534 0.52 -0.31 2.08
H -3.6772 0.9906 -0.0487 -0.70 -0.88 1.20
H -2.8385 2.2579 1.0678 -1.08 0.28 0.43
H -0.9883 1.1543 1.2998 0.57 -0.07 0.26
H -2.3255 -0.8283 1.7606 -0.38 0.25 0.04
H -2.4819 -1.1397 0.0440 1.00 1.13 2.12
H -0.5431 1.6862 -1.0108 0.72 1.53 -0.26
H -1.5628 0.4741 -1.7057 1.91 0.18 2.33
H 1.0027 -0.2959 -0.1383 0.05 -0.70 0.81
H 0.2431 -1.1056 -1.4955 -0.35 -0.69 -0.04
H 2.4079 0.7633 -1.4980 1.10 0.77 1.29
H 1.2639 1.0449 -2.6374 0.26 -0.19 0.24
O 5.7392 -3.4301 2.8176 -0.14 2.28 -3.49
H 5.6102 -2.4125 2.6235 0.37 -3.00 0.79
H 5.8291 -3.7695 1.8454 -0.23 0.71 2.70

***

21
Properties=species:S:1:pos:R:3:forces:R:3 method="wB97M-V/def2-TZVPD" e_homo_ha=-0.317 total_energy_ev=-9402.2596 e_above_lowest_kj_mol=130.0 mol_weight_g_mol=106.2 gap_ev=9.53 fmax_ev_per_a=1.71 smiles=NCCCCN.O
N -0.9310 0.7657 2.6100 -0.15 -0.26 1.12
C -0.8885 -0.3297 1.6767 -0.86 0.58 -0.56
C -1.0644 0.0982 0.2101 0.94 -0.15 0.12
C -0.9295 -1.1221 -0.6876 -1.06 -1.32 0.23
C -0.7615 -0.9252 -2.1872 0.29 1.52 0.44
N 0.6240 -0.6759 -2.5155 1.01 -0.95 -0.37
H -1.8383 1.0203 2.9600 -0.11 -0.11 -0.17
H -0.3983 1.5897 2.4362 0.42 0.20 -0.48
H -0.0128 -0.9561 1.8174 0.35 0.09 -0.05
H -1.7485 -0.9672 1.8918 0.06 -0.15 0.21
H -0.2922 0.8290 -0.0587 0.06 0.02 0.12
H -2.0155 0.6302 0.1535 -0.13 -0.19 -0.35
H -0.1343 -1.7764 -0.3198 0.41 0.35 -0.13
H -1.7948 -1.7826 -0.5078 -0.21 0.34 -0.15
H -1.3577 -0.0542 -2.4771 -0.44 -0.10 -0.12
H -1.1004 -1.7691 -2.7729 -0.06 -0.28 0.08
H 0.9145 -1.0502 -3.3999 -0.05 -0.03 -0.17
H 1.0603 0.2163 -2.3878 -0.47 0.43 0.25
O 3.8902 2.1449 1.0269 -0.39 0.02 -0.16
H 4.6285 2.7582 1.0211 0.15 -0.18 0.15
H 4.1501 1.3561 1.5107 0.22 0.16 0.01

***

21
Properties=species:S:1:pos:R:3:forces:R:3 method="wB97M-V/def2-TZVPD" spin_multiplicity=2 total_charge=+1 e_homo_ha="-0.251 / -0.570" total_energy_ev=-9391.3101 e_above_lowest_kj_mol=314.5 mol_weight_g_mol=106.2 gap_ev="3.55 / 12.34" fmax_ev_per_a=3.33
C -0.0291 1.9118 0.9591 1.39 0.00 2.65
O -0.5073 2.0895 2.3210 -0.09 1.18 0.18
C 0.1375 0.4196 0.8156 -2.18 -0.64 0.33
C 0.4186 0.1099 -0.6242 0.60 -2.79 -0.81
C 0.5792 -1.4656 -0.8875 1.81 0.15 0.03
N 0.7424 -1.8781 -2.3518 1.29 2.97 -0.78
N -1.3716 -0.0690 1.4534 -1.27 -0.97 -2.86
H -0.6762 2.3317 0.2024 -0.06 0.32 -0.12
H 1.0085 2.2765 0.9989 -0.38 0.40 -0.86
H -0.3367 2.9704 2.7508 -0.14 -1.17 -1.09
H 0.8397 -0.0178 1.4925 0.48 -0.03 0.41
H 1.3556 0.6326 -0.8405 0.26 -0.20 -0.06
H -0.2797 0.4599 -1.3620 -0.69 0.50 0.11
H -0.3570 -1.9822 -0.7868 -0.77 -0.20 1.47
H 1.4663 -1.9046 -0.3224 -1.40 0.49 -0.59
H 1.4015 -1.2213 -2.8525 0.02 -0.82 0.57
H -0.1534 -1.5681 -2.8008 -0.75 -0.66 -0.22
H 1.0157 -2.8495 -2.5684 -0.27 -0.01 0.44
H -1.8638 -1.0549 1.6857 2.28 2.14 -0.18
H -1.4885 0.6828 2.1909 -0.41 -0.83 -0.64
H -1.9017 0.1264 0.5266 0.28 0.17 2.01

***

22
Properties=species:S:1:pos:R:3:forces:R:3 method="wB97M-V/def2-TZVPD" e_homo_ha=-0.338 total_energy_ev=-11449.3720 e_above_lowest_kj_mol=127.2 mol_weight_g_mol=122.2 gap_ev=9.84 fmax_ev_per_a=1.68 smiles="[H]/N=C/NCCC.O.O"
H -2.4567 -2.9113 0.8887 0.03 0.04 -0.24
N -2.1608 -2.0884 0.3666 -0.31 0.16 0.98
C -1.3349 -2.3658 -0.5377 -0.73 0.11 -1.51
N -0.8813 -1.4381 -1.4528 1.05 0.32 -0.21
C 0.5983 -1.4990 -1.6793 -1.11 0.50 0.63
C 1.1169 -0.1183 -2.0538 0.32 0.83 -0.36
C 1.2413 0.1620 -3.5597 0.31 -0.54 -0.26
H -1.0749 -3.3651 -0.8899 0.42 -0.32 0.60
H -1.1883 -0.4770 -1.3420 -0.19 -0.35 0.49
H 0.7608 -2.2862 -2.4108 0.52 0.09 -0.15
H 1.0704 -1.7430 -0.7260 0.11 -0.38 -0.09
H 0.5047 0.6610 -1.5937 -0.30 -0.21 0.10
H 2.0811 0.0436 -1.5641 0.07 -0.18 -0.20
H 2.2853 0.0269 -3.8495 -0.10 -0.23 -0.22
H 0.6248 -0.5561 -4.1051 0.11 0.04 -0.12
H 0.9762 1.1460 -3.9454 -0.20 0.15 0.55
O -3.1062 3.8215 1.9977 0.50 0.59 0.46
H -3.2148 2.9113 2.2334 -0.45 -1.08 -0.21
H -2.5314 4.0896 2.7275 -0.05 0.49 -0.26
O 4.0292 1.9242 5.3345 -0.73 0.76 0.60
H 3.1321 2.2208 5.1099 0.45 -0.14 0.13
H 4.2749 1.3434 4.6324 0.28 -0.62 -0.73

***

22
Properties=species:S:1:pos:R:3:forces:R:3 method="wB97M-V/def2-TZVPD" e_homo_ha=-0.340 total_energy_ev=-11449.0807 e_above_lowest_kj_mol=155.3 mol_weight_g_mol=122.2 gap_ev=9.85 fmax_ev_per_a=2.22 smiles=NC[C@H](N)CCO.O
N -0.7895 1.9057 -1.8227 -0.79 1.06 -1.78
C 0.1206 1.7397 -0.6999 -0.12 0.16 -0.47
C -0.6469 0.7849 0.2527 0.37 0.69 -0.11
N -1.7284 1.5417 0.8909 0.29 0.77 0.01
C 0.1931 0.0085 1.2555 -0.25 -1.93 -0.33
C -0.6705 -0.8598 2.1947 0.16 0.00 1.50
O -1.9497 -1.3061 1.7424 -0.02 0.46 -0.42
H -0.3506 2.2208 -2.6840 0.61 -0.51 0.17
H -1.4835 2.6470 -1.7720 -0.11 -0.16 0.94
H 1.0228 1.3477 -1.1976 -0.19 -0.52 0.84
H 0.4346 2.6981 -0.2634 -0.24 -0.25 0.44
H -1.0353 0.0674 -0.4841 -0.05 -0.20 0.22
H -2.4563 1.0014 1.3249 0.13 -0.53 0.16
H -2.2055 2.1728 0.2576 0.26 -0.12 -0.11
H 0.9975 0.4770 1.8180 -0.43 0.73 0.15
H 0.7306 -0.7345 0.6746 0.31 -0.03 -0.57
H -0.7619 -0.3372 3.1496 -0.87 0.59 -0.17
H -0.1919 -1.7554 2.6062 0.66 -0.12 -0.85
H -2.0649 -1.1496 0.7927 0.27 -0.08 0.38
O 4.6300 -3.3334 -3.0295 -0.04 -0.13 -0.64
H 5.2903 -3.7260 -2.4608 0.07 0.02 0.31
H 4.0987 -2.7396 -2.5031 -0.03 0.11 0.33

***

22
Properties=species:S:1:pos:R:3:forces:R:3 method="wB97M-V/def2-TZVPD" e_homo_ha=-0.300 total_energy_ev=-11449.6338 e_above_lowest_kj_mol=101.9 mol_weight_g_mol=122.2 gap_ev=8.72 fmax_ev_per_a=0.81 smiles="C=C(N)CCN.O.O"
C 0.1126 2.3166 1.0481 -0.13 0.75 0.29
C 0.2286 1.1889 0.3483 0.14 -0.21 0.62
N 0.3646 -0.0373 1.0219 -0.29 -0.18 -0.65
C 0.2606 1.2027 -1.1630 -0.29 -0.10 0.05
C 0.1698 -0.1179 -1.9426 0.23 0.33 0.63
N 1.2730 -1.0602 -1.7772 -0.03 0.19 -0.26
H 0.0774 2.3637 2.1304 0.09 -0.42 0.04
H 0.0815 3.3041 0.6086 -0.06 -0.16 -0.42
H 0.0961 -0.8531 0.4853 0.00 0.03 0.20
H -0.0883 -0.0487 1.9225 0.15 0.03 0.14
H -0.6022 1.8064 -1.4383 -0.08 0.10 -0.25
H 1.1272 1.7524 -1.5159 0.30 0.07 0.06
H -0.7513 -0.6420 -1.6802 -0.14 0.04 -0.12
H 0.1077 0.2078 -2.9738 -0.12 -0.38 -0.37
H 2.1112 -0.7295 -2.2380 0.00 0.10 0.03
H 1.4857 -1.1624 -0.7945 0.20 -0.22 -0.05
O -3.2272 0.4023 2.6678 0.22 0.20 -0.19
H -2.8206 1.1082 2.1410 -0.10 -0.26 0.15
H -2.8895 -0.4167 2.2898 -0.04 0.07 -0.01
O 0.8223 -3.1542 0.3420 0.13 -0.62 0.13
H 1.5314 -3.6125 0.8164 -0.19 0.28 -0.01
H 0.5293 -3.8187 -0.2985 0.01 0.36 0.01